Computed, not measured: a 3-piece molecular cluster, C2H7NO4 overall in a non-equilibrium geometry, with ωB97M-V with the def2-TZVPD basis set.

```
14
Properties=species:S:1:pos:R:3:nbo_charge:R:1
O -1.375 1.102 0.970 -0.53
C -0.418 0.338 1.176 0.53
N -0.314 -0.854 0.331 -0.69
C -0.930 -0.844 -0.840 0.54
O -1.372 -1.793 -1.374 -0.56
H 0.650 0.576 1.752 0.16
H -0.199 -1.812 0.670 0.43
H -1.001 0.111 -1.249 0.12
O -2.849 -1.886 2.472 -0.95
H -2.562 -1.066 2.868 0.47
H -3.216 -1.676 1.565 0.48
O 4.060 2.637 -2.746 -0.91
H 4.837 3.187 -2.524 0.46
H 4.692 1.981 -3.072 0.46
```

The value obtained for the HOMO energy is -10.400 eV. The relative energy (zero: lowest compared OMol25 entry of this formula, charge and spin) is 198.9 kJ/mol. Its SMILES is O=CNC=O.O.O. The strongest force on any atom is 3.9 eV Å⁻¹.

***

Computed, not measured: C41H34HfNO2S3 as an isolated structure, with ωB97M-V with the def2-TZVPD basis set.

```
82
Properties=species:S:1:pos:R:3:lowdin_spin:R:1
Hf 0.467 0.557 -1.667 0.28
C -6.782 -3.263 -2.506 0.00
C -5.756 -2.356 -1.901 0.00
C -4.535 -2.878 -1.445 0.00
C -3.570 -2.063 -0.899 0.00
C -3.827 -0.693 -0.815 0.00
C -5.024 -0.144 -1.265 0.00
C -5.985 -0.986 -1.800 0.00
S -2.662 0.423 -0.180 0.00
O -1.393 0.183 -1.085 0.02
C -2.189 -0.282 1.385 0.00
C -3.241 -0.886 2.113 0.00
C -3.017 -1.294 3.393 0.00
C -1.760 -1.102 4.009 0.00
C -1.539 -1.507 5.348 0.00
C -0.334 -1.291 5.944 0.00
C 0.709 -0.660 5.228 0.00
C 0.530 -0.271 3.935 0.00
C -0.712 -0.485 3.282 0.00
C -0.941 -0.079 1.934 0.00
C 0.200 0.632 1.255 0.00
C 0.263 2.055 1.352 0.00
C -0.785 2.809 1.939 0.00
C -0.676 4.166 2.043 0.00
C 0.472 4.843 1.572 0.00
C 1.496 4.148 1.001 0.00
C 1.421 2.739 0.886 0.00
C 2.492 1.990 0.354 0.00
C 2.434 0.616 0.270 0.00
C 1.281 -0.076 0.725 0.00
S 1.050 -1.863 0.442 0.00
O 0.817 -2.513 1.744 0.00
C 2.654 -2.359 -0.133 0.00
C 3.421 -3.174 0.683 0.00
C 4.623 -3.663 0.193 0.00
C 5.068 -3.358 -1.091 0.00
C 6.377 -3.891 -1.596 0.00
C 4.273 -2.537 -1.896 0.00
C 3.068 -2.054 -1.424 0.02
H -6.781 -4.240 -2.026 0.00
H -6.560 -3.419 -3.564 0.00
H -7.782 -2.840 -2.438 0.00
H -4.358 -3.943 -1.515 0.00
H -2.637 -2.473 -0.531 0.00
H -5.203 0.921 -1.192 0.00
H -6.924 -0.572 -2.143 0.00
H -4.213 -1.029 1.663 0.00
H -3.812 -1.766 3.955 0.00
H -2.349 -1.985 5.883 0.00
H -0.170 -1.598 6.968 0.00
H 1.657 -0.491 5.721 0.00
H 1.343 0.203 3.402 0.00
H -1.656 2.301 2.332 0.00
H -1.470 4.736 2.506 0.00
H 0.531 5.918 1.675 0.00
H 2.380 4.653 0.635 0.00
H 3.387 2.504 0.027 0.00
H 3.291 0.054 -0.074 0.00
H 3.071 -3.436 1.673 0.00
H 5.223 -4.309 0.821 0.00
H 6.596 -4.866 -1.164 0.00
H 7.190 -3.217 -1.321 0.00
H 6.375 -3.986 -2.681 0.00
H 4.602 -2.296 -2.900 0.00
H 2.462 -1.404 -2.057 0.02
S 0.418 -1.208 -4.863 0.32
C 0.432 -0.468 -3.531 0.31
C -1.412 3.530 -1.939 0.00
C 0.059 3.591 -2.188 0.00
C 0.876 4.672 -2.285 0.00
C 2.208 4.195 -2.534 0.00
C 2.157 2.839 -2.583 0.00
C 3.189 1.830 -2.960 0.00
N 0.830 2.434 -2.350 0.00
H -1.892 4.429 -2.320 0.00
H -1.648 3.461 -0.872 0.00
H -1.877 2.680 -2.447 0.00
H 0.562 5.702 -2.215 0.00
H 3.087 4.797 -2.712 0.00
H 4.192 2.246 -2.879 0.00
H 3.055 1.482 -3.987 0.00
H 3.181 0.932 -2.319 0.00
```

The value obtained for the HOMO energy (spin up / spin down) is -12.608 / -13.034 eV. Its net charge is +2. The relative energy (zero: lowest compared OMol25 entry of this formula, charge and spin) is 105.1 kJ/mol. The spin multiplicity is 2. The strongest force on any atom is 0.9 eV Å⁻¹.